1.
Here is the molecule C4H6N2O from the Open Molecules 2025 dataset. Energies are from ωB97M-V with the def2-TZVPD basis set.

Properties
Spin multiplicity   1
Kohn-Sham gap   0.328 hartree
Molar mass   98.10 g/mol
Structure (SMILES)   [H]/N=C(/N)C(=O)C=C
LUMO level   -0.00741 hartree

Geometry (Å):
1 H -1.2263 -0.0583 -2.0622
2 N -1.1107 -0.8697 -1.4645
3 C -0.7768 -0.6109 -0.2517
4 N -0.4948 -1.6276 0.6251
5 C -0.9381 0.7271 0.3938
6 O -1.8739 1.4590 0.5184
7 C 0.5500 1.2389 0.0356
8 C 1.7230 0.6367 0.1539
9 H -0.4841 -2.5523 0.2342
10 H -0.3876 -1.4192 1.6033
11 H 0.5237 2.3216 -0.0140
12 H 1.8447 -0.4329 0.0752
13 H 2.6507 1.1877 0.1528

Results of the Mulliken charge analysis, in e, for atoms 1 through 6: H 0.241; N -0.774; C 0.517; N -0.404; C 0.371; O -0.470


2.
Here is a cluster of 2 separate species, C9H14OS in total from the Open Molecules 2025 dataset. Energies are from ωB97M-V with the def2-TZVPD basis set.

Properties
Spin multiplicity   1
Kohn-Sham gap   0.329 hartree
Molar mass   170.28 g/mol
Structure (SMILES)   Cc1ccc(O)cc1.CCS
LUMO level   0.02316 hartree

Geometry (Å):
1 C -1.2790 1.3462 1.8182
2 C -0.0325 0.7448 1.4822
3 C 0.3358 -0.4425 2.1074
4 C 1.5787 -1.0636 1.9185
5 C 2.6289 -0.2173 1.6687
6 O 3.9429 -0.7431 1.6110
7 C 2.3354 1.0311 1.0184
8 C 0.9709 1.3524 0.7091
9 H -2.1017 0.7679 1.4892
10 H -1.4791 2.3720 1.3661
11 H -1.5953 1.6321 2.8530
12 H -0.4315 -1.1373 2.7527
13 H 1.4994 -1.9903 2.1640
14 H 4.7872 -0.1634 1.1854
15 H 3.1351 1.7381 0.6664
16 H 0.6091 2.1260 0.0781
17 C -1.0882 -1.7042 -2.7591
18 C -2.2557 -0.9621 -3.2010
19 S -2.8651 0.4533 -2.3134
20 H -0.5844 -2.3727 -3.4399
21 H -1.3576 -2.2113 -1.8188
22 H -0.2144 -0.9676 -2.3592
23 H -2.1957 -0.7217 -4.2846
24 H -3.0795 -1.7787 -3.3494
25 H -1.8586 0.8887 -1.7520

Results of the Mulliken charge analysis, in e, for atoms 1 through 6: C -1.374; C 0.800; C -0.306; C -0.792; C 0.594; O -0.578


3.
Here is a cluster of 10 separate species, C40H53N9O2S in total from the Open Molecules 2025 dataset. Energies are from ωB97M-V with the def2-TZVPD basis set.

Properties
Spin multiplicity   1
Kohn-Sham gap   0.308 hartree
Molar mass   723.99 g/mol
Structure (SMILES)   O=S1(=O)CCCC1.c1cc[nH]c1.c1cc[nH]c1.c1cc[nH]c1.c1cc[nH]c1.c1cc[nH]c1.c1cc[nH]c1.c1cc[nH]c1.c1cc[nH]c1.c1cc[nH]c1
LUMO level   0.01176 hartree

Geometry (Å):
1 O 14.9572 10.1966 13.7453
2 S 15.1909 11.6056 13.9019
3 O 14.3489 12.2568 14.8604
4 C 16.9110 11.9742 14.2143
5 C 17.4389 12.7905 13.0448
6 C 16.5743 12.4010 11.8395
7 C 15.1321 12.4349 12.3192
8 H 17.4226 11.0146 14.2447
9 H 16.8680 12.4383 15.2024
10 H 17.2320 13.8459 13.1577
11 H 18.5021 12.6397 12.8467
12 H 16.8343 11.3749 11.4924
13 H 16.7551 13.0726 10.9990
14 H 14.3578 11.9639 11.6936
15 H 14.7776 13.4661 12.4651
16 C 9.7238 8.2372 8.5626
17 C 9.4642 9.2646 7.6061
18 C 9.8720 8.7593 6.3663
19 N 10.3441 7.4667 6.5205
20 C 10.2460 7.1568 7.8999
21 H 9.4082 8.2858 9.6048
22 H 9.1881 10.3234 7.7562
23 H 9.8746 9.2760 5.4266
24 H 10.7557 6.8607 5.8254
25 H 10.5330 6.2034 8.3377
26 C 10.7623 14.5880 13.7334
27 C 10.0544 13.3954 14.0482
28 C 9.0619 13.2538 13.0919
29 N 9.1568 14.2630 12.1949
30 C 10.2109 15.0844 12.5599
31 H 11.6313 15.0012 14.2539
32 H 10.1632 12.7354 14.8823
33 H 8.3433 12.4611 12.9415
34 H 8.6680 14.2932 11.3168
35 H 10.5030 15.9187 11.9073
36 C 15.0960 16.3685 11.3820
37 C 14.0110 16.7283 10.6139
38 C 13.0164 17.1048 11.4745
39 N 13.4307 16.9233 12.7584
40 C 14.7145 16.4409 12.7186
41 H 16.0414 16.1137 10.9233
42 H 13.8915 16.6523 9.5590
43 H 11.9788 17.4342 11.3408
44 H 12.8695 17.0587 13.5814
45 H 15.2581 16.2830 13.6063
46 C 9.9320 9.6565 14.4351
47 C 10.0370 8.3680 13.9119
48 C 11.3640 8.1008 13.7176
49 N 12.1075 9.1027 14.2131
50 C 11.2372 10.0801 14.6571
51 H 8.9747 10.1293 14.6750
52 H 9.2314 7.7040 13.6041
53 H 11.8858 7.1982 13.4416
54 H 13.0973 9.0035 14.3432
55 H 11.5861 10.9629 15.1337
56 C 14.1801 6.8905 10.2023
57 C 15.4054 6.2817 10.3542
58 C 16.0605 6.8601 11.4870
59 N 15.1659 7.8095 11.9697
60 C 14.0333 7.8400 11.2003
61 H 13.4238 6.6677 9.5082
62 H 15.7660 5.3755 9.8833
63 H 16.9625 6.5623 12.0195
64 H 15.2981 8.4368 12.7642
65 H 13.1825 8.5039 11.4882
66 C 17.0408 9.6680 6.7695
67 C 15.8687 10.3930 6.6758
68 C 15.0047 10.0235 7.6396
69 N 15.6573 9.0730 8.3891
70 C 16.9545 8.8418 7.8603
71 H 17.8266 9.7828 6.0681
72 H 15.5971 11.0050 5.8361
73 H 14.0164 10.3758 7.8469
74 H 15.1860 8.4070 8.9910
75 H 17.6178 8.1565 8.3205
76 C 15.2490 15.7291 7.5827
77 C 14.3964 15.2638 6.5977
78 C 14.4500 13.8911 6.5973
79 N 15.3158 13.5474 7.5566
80 C 15.9037 14.6254 8.1226
81 H 15.4520 16.6985 7.9922
82 H 13.7710 15.8036 5.9297
83 H 13.9062 13.2083 5.9753
84 H 15.5492 12.5758 7.7250
85 H 16.7100 14.5353 8.8400
86 C 7.2587 12.9411 10.1371
87 C 7.7022 14.0669 9.3898
88 C 8.9336 13.7039 8.8630
89 N 9.2545 12.4510 9.3182
90 C 8.1795 11.9404 10.0780
91 H 6.2728 12.8726 10.6058
92 H 7.1074 14.9485 9.2729
93 H 9.6478 14.3168 8.3076
94 H 10.1661 12.0461 9.4074
95 H 8.1562 10.9910 10.5406
96 C 12.4737 12.1954 9.1951
97 C 12.0331 10.9146 9.5020
98 C 11.5434 10.8579 10.7641
99 N 11.6493 12.1466 11.2226
100 C 12.1251 13.0099 10.2496
101 H 12.7728 12.5011 8.1892
102 H 12.1278 10.0558 8.8790
103 H 11.2098 10.0279 11.3567
104 H 11.2057 12.3827 12.1386
105 H 12.0988 14.0773 10.3992

Results of the Mulliken charge analysis, in e, for atoms 1 through 6: O -0.765; S 1.194; O -0.745; C -0.876; C -0.675; C -0.223


HOMO energy readings, ordered: -9.1 -8.3 -8.1 eV